# 1
Computed, not measured: a 2-piece molecular cluster, C3H7O3 overall in a non-equilibrium geometry, with ωB97M-V/def2-TZVPD.

Its multiplicity is 1. The molar mass comes out at 91.09 g/mol. The strongest force on any atom comes out at 0.078 hartree/bohr. The calculation puts the energy at -344.25585 hartree. The charge is -1. The LUMO energy comes out at 0.148 Eh. The value obtained for the HOMO-LUMO gap is 0.3010 Eh.

Last column: Löwdin charge in e.
Atoms and positions in Å:
C -2.6139 1.0305 -0.3326  -0.203
O -1.5795 0.8741 0.6333  -0.205
H -1.0927 -0.0263 0.5574  0.027
H -2.1848 1.5247 -1.2082  0.059
H -3.2592 1.7041 0.2943  0.070
H -3.2909 0.1840 -0.4267  0.059
C 1.0829 0.2419 -1.1623  -0.038
C 1.2447 -0.7465 0.1248  -0.727
O 0.1749 -0.9127 0.7619  -0.088
O 2.4329 -0.9720 0.3432  -0.063
H 1.8318 1.0364 -1.1007  0.047
H 0.1587 0.7416 -1.3877  0.014
H 1.3347 -0.5086 -1.9313  0.050

=====

# 2
Computed, not measured: C3H7O5Tl as an isolated structure in a non-equilibrium geometry, with ωB97M-V/def2-TZVPD.

Its multiplicity is 1. The molar mass comes out at 327.47 g/mol. The strongest force on any atom comes out at 0.063 hartree/bohr. The calculation puts the energy at -666.33270 hartree. The charge is +2. The LUMO energy comes out at -0.553 Eh. The value obtained for the HOMO-LUMO gap is 0.1099 Eh.

Last column: Löwdin charge in e.
Atoms and positions in Å:
Tl 25.5443 -21.3954 4.4539  1.197
O 28.6350 -17.0929 4.9100  0.332
C 27.5015 -17.7071 4.9834  -0.624
O 27.2067 -18.8662 4.5975  0.234
O 26.4512 -17.2398 5.4402  0.487
H 29.2776 -17.8252 4.7665  0.199
C 28.5758 -22.5841 2.5703  -0.190
C 28.3262 -23.7043 3.5678  -0.157
O 26.9088 -23.7074 3.8342  -0.205
O 28.1362 -21.3470 3.0827  -0.106
H 28.2248 -22.7895 1.5542  0.157
H 29.6597 -22.5791 2.3941  0.149
H 28.8149 -23.5387 4.5335  0.144
H 28.6136 -24.6642 3.1418  0.149
H 26.5858 -24.6141 3.9246  0.123
H 28.8953 -20.7775 3.2471  0.112

=====

# 3
Computed, not measured: one molecule with the formula C3H7OP in a non-equilibrium geometry, with ωB97M-V/def2-TZVPD.

Its multiplicity is 1. The molar mass comes out at 90.06 g/mol. The strongest force on any atom comes out at 0.083 hartree/bohr. The calculation puts the energy at -535.03541 hartree. The SMILES is CCC(=O)P. The LUMO energy comes out at 0.026 Eh. The value obtained for the HOMO-LUMO gap is 0.3541 Eh.

Last column: Löwdin charge in e.
Atoms and positions in Å:
C -1.7826 -0.3407 0.3100  -0.123
C -0.5228 0.4725 0.0783  -0.226
C 0.9371 -0.4030 0.0055  -0.705
O 0.9612 -1.5772 -0.1885  0.011
P 2.3500 0.7270 0.0474  0.840
H -2.1630 -0.9360 -0.5776  0.093
H -2.6130 0.3994 0.5917  0.092
H -1.6791 -1.0386 1.1196  0.054
H -0.1970 1.1779 0.8053  0.058
H -0.5470 0.8716 -0.8751  0.058
H 3.2881 -0.3185 0.0172  -0.098
H 1.9683 0.9655 -1.3338  -0.053

=====

# 4
Computed, not measured: an isolated ion of composition C3H7OS and charge -1 in a non-equilibrium geometry, with ωB97M-V/def2-TZVPD.

Its multiplicity is 1. The molar mass comes out at 91.15 g/mol. The strongest force on any atom comes out at 0.084 hartree/bohr. The calculation puts the energy at -591.87548 hartree. The charge is -1. The SMILES is [O-]CCCS. The LUMO energy comes out at 0.120 Eh. The value obtained for the HOMO-LUMO gap is 0.2052 Eh.

Last column: Löwdin charge in e.
Atoms and positions in Å:
O 0.2437 -2.5319 0.7153  -0.373
C 0.7300 -1.2925 0.7654  -0.516
C 0.0392 -0.4303 -0.5540  -0.208
C -0.4419 0.8844 0.2121  -0.613
S -0.9856 2.3682 -0.7423  0.573
H 0.4432 -0.6671 1.7261  0.080
H 1.7520 -1.1053 0.5341  0.039
H -0.8310 -0.9664 -1.0107  0.089
H 0.7986 -0.1863 -1.2341  0.041
H -1.2600 0.7851 0.8867  0.023
H 0.5771 1.2501 0.6637  0.077
H -1.0652 1.8919 -1.9623  -0.212

=====

# 5
Computed, not measured: a 2-piece molecular cluster, C3H7OS overall in a non-equilibrium geometry, with ωB97M-V/def2-TZVPD.

Its multiplicity is 1. The molar mass comes out at 91.15 g/mol. The strongest force on any atom comes out at 0.059 hartree/bohr. The calculation puts the energy at -591.90578 hartree. The charge is -1. The LUMO energy comes out at 0.151 Eh. The value obtained for the HOMO-LUMO gap is 0.2488 Eh.

Last column: Löwdin charge in e.
Atoms and positions in Å:
C -0.2530 2.6039 1.2610  -0.704
S 0.2014 0.9537 1.9103  0.170
H -1.3606 2.7912 1.1494  0.003
H 0.2392 2.6961 0.3006  -0.031
H 0.0613 3.4328 1.9105  -0.024
C 0.8559 -2.3731 -1.1046  -0.021
C -0.3353 -1.7480 -1.0685  -0.338
O -0.8235 -1.0441 -0.0376  -0.150
H 1.1273 -2.6859 -2.1244  0.026
H 1.3789 -2.9582 -0.3613  0.036
H -0.7139 -1.4978 -2.0669  0.086
H -0.3777 -0.1706 0.2316  -0.053

=====

# 6
Computed, not measured: a 2-piece molecular cluster, C3H7OS overall in a non-equilibrium geometry, with ωB97M-V/def2-TZVPD.

Its multiplicity is 2. The molar mass comes out at 91.15 g/mol. The strongest force on any atom comes out at 0.074 hartree/bohr. The calculation puts the energy at -591.76567 hartree. The charge is -2. The LUMO energy (alpha / beta) comes out at 0.223 / 0.222 Eh. The value obtained for the HOMO-LUMO gap (alpha / beta) is 0.0847 / 0.2235 Eh.

Last column: Löwdin charge in e.
Atoms and positions in Å:
C 0.6821 -1.5322 -2.1202  -0.722
S 0.2521 -1.6316 -0.3434  -0.505
H 1.6357 -1.0718 -2.3640  -0.023
H -0.1027 -0.8982 -2.5596  -0.019
H 0.7061 -2.5454 -2.5232  -0.028
C -0.2664 2.6283 1.9374  -0.088
C -0.0778 1.5247 1.1231  -0.355
O -0.9582 0.9973 0.1803  -0.216
H 0.1336 2.5993 2.8984  -0.028
H -0.8575 3.5294 1.5970  0.026
H 0.7245 0.8055 1.4122  0.075
H -0.6344 -0.0158 -0.0508  -0.116

=====

# 7
Computed, not measured: one molecule with the formula C3H7PS in a non-equilibrium geometry, with ωB97M-V/def2-TZVPD.

Its multiplicity is 1. The molar mass comes out at 106.13 g/mol. The strongest force on any atom comes out at 0.050 hartree/bohr. The calculation puts the energy at -857.92173 hartree. The LUMO energy comes out at 0.019 Eh. The value obtained for the HOMO-LUMO gap is 0.2824 Eh.

Last column: Löwdin charge in e.
Atoms and positions in Å:
C -0.1341 0.9554 -0.6929  -0.421
C -0.4114 2.1884 -0.2426  -0.028
C 0.1282 -1.6385 -0.4282  -0.390
P 1.2772 -0.5755 2.2962  0.329
S 1.1342 -0.1867 0.0333  0.547
H -0.1051 -0.6511 2.2960  -0.296
H -1.2384 2.6890 -0.7503  0.066
H -0.0749 2.4645 0.7380  0.049
H -0.9006 -1.2651 -0.5640  0.042
H 0.4371 -2.3574 0.3192  -0.003
H 0.3656 -2.0574 -1.4312  0.052
H -0.4779 0.4344 -1.5735  0.052

=====

# 8
Computed, not measured: a 2-piece molecular cluster, C3H8 overall in a non-equilibrium geometry, with ωB97M-V/def2-TZVPD.

Its multiplicity is 1. The molar mass comes out at 44.10 g/mol. The strongest force on any atom comes out at 0.022 hartree/bohr. The calculation puts the energy at -119.05204 hartree. The SMILES is C=C.C. The LUMO energy comes out at 0.045 Eh. The value obtained for the HOMO-LUMO gap is 0.4143 Eh.

Last column: Löwdin charge in e.
Atoms and positions in Å:
C 1.6358 -0.8092 -0.1532  -0.085
C 2.0186 0.4205 0.1823  -0.086
H 1.3373 -1.4956 0.6272  0.047
H 1.7229 -1.0822 -1.1923  0.043
H 1.7715 0.8797 1.1295  0.044
H 2.4973 1.0075 -0.5932  0.043
C -2.1894 0.2213 -0.0149  -0.047
H -2.9645 0.8542 0.4149  0.013
H -2.4696 -0.8154 0.1640  0.015
H -2.1072 0.4330 -1.0752  0.015
H -1.2526 0.3862 0.5108  -0.002

=====

strongest force on any atom of number 1 (C3H7O3)?
0.078 hartree/bohr